(1)
Below is a 2-piece molecular cluster, C15H10ClF3NO5S3 overall at a distorted geometry, with properties calculated with ωB97M-V/def2-TZVPD.

Positions of all 38 atoms, in Å:
Cl1 -1.632 -1.086 -2.367
C1 -0.899 -0.621 -0.934
S1 -1.244 0.983 -0.446
C2 -0.616 2.148 -1.698
C3 0.561 1.945 -2.418
C4 0.964 2.864 -3.388
C5 0.169 3.979 -3.662
C6 -0.963 4.225 -2.885
C7 -1.337 3.319 -1.900
O1 -2.658 1.263 -0.390
O2 -0.463 1.257 0.742
H1 0.108 -0.921 -0.615
H2 1.135 1.042 -2.231
H3 1.900 2.698 -3.922
H4 0.466 4.695 -4.432
H5 -1.580 5.108 -3.034
H6 -2.217 3.487 -1.288
F1 0.569 -5.117 0.428
C8 -0.323 -4.896 -0.538
F2 0.286 -5.049 -1.731
F3 -1.344 -5.818 -0.463
S2 -1.155 -3.262 -0.386
N1 -0.279 -2.760 0.995
C9 1.048 -2.271 0.879
O3 1.797 -2.473 -0.087
C10 1.228 -1.335 1.986
C11 0.076 -1.074 2.729
C12 -0.013 0.079 3.492
C13 1.079 0.955 3.528
C14 2.157 0.773 2.655
C15 2.225 -0.369 1.854
S3 -1.267 -2.168 2.405
O4 -2.404 -1.506 1.810
O5 -1.409 -3.219 3.380
H7 -0.952 0.275 3.997
H8 1.048 1.812 4.209
H9 2.912 1.548 2.597
H10 3.028 -0.512 1.131

Cartesian forces (eV/Å) of the 6 atoms listed first:
Cl -0.542 -0.262 -2.175
C 0.589 1.992 2.428
S 0.426 -1.535 -0.676
C 0.057 0.439 0.007
C -0.231 -0.142 0.048
C -0.198 -0.073 0.147

Computed properties:
total charge: -1
DFT total energy: -80624.0775 eV
strongest force on any atom: 3.2 eV/Å
multiplicity: 1
energy relative to the best compared isomer or geometry (same formula, charge and spin): 13.7 kcal per mole
HOMO-LUMO gap: 0.214 Ha
E_HOMO: -3.599 eV

=====

(2)
Below is C8H10N2O2PPdS4 as an isolated structure, with properties calculated with ωB97M-V/def2-TZVPD.

Positions of all 28 atoms, in Å:
Pd1 -0.402 2.192 -0.095
C1 2.441 -4.033 -0.419
C2 1.534 -2.819 -0.395
O1 2.270 -1.727 0.129
P1 1.534 -0.253 0.408
S1 -0.732 3.575 1.519
S2 0.403 0.093 -1.251
O2 0.379 -0.758 1.514
C3 0.503 -0.256 2.835
C4 1.395 -1.147 3.683
H1 1.913 -4.899 -0.827
H2 2.783 -4.275 0.589
H3 3.318 -3.837 -1.038
H4 0.654 -3.007 0.229
H5 1.179 -2.575 -1.400
H6 -0.508 -0.212 3.247
H7 0.882 0.771 2.816
H8 1.009 -2.169 3.697
H9 1.447 -0.778 4.711
H10 2.405 -1.169 3.268
S3 -2.633 2.291 -0.656
C5 -2.237 3.141 -2.102
S4 -0.577 3.506 -2.252
C6 -3.204 3.466 -3.061
C7 -2.863 4.154 -4.255
N1 -2.625 4.707 -5.242
C8 -4.573 3.134 -2.887
N2 -5.694 2.881 -2.765

Cartesian forces (eV/Å) of the 6 atoms listed first:
Pd 0.085 0.012 -0.111
C 0.005 0.021 0.001
C -0.010 -0.013 0.008
O 0.027 -0.011 0.008
P 0.013 -0.013 0.053
S -0.045 0.032 0.092

Computed properties:
total charge: -2
DFT total energy: -71645.3936 eV
expectation value of S²: 0.7926
strongest force on any atom: 0.1 eV/Å
multiplicity: 2
energy relative to the best compared isomer or geometry (same formula, charge and spin): 36.0 kcal per mole
HOMO-LUMO gap (spin up / spin down): 0.225 / 0.229 Ha
E_HOMO (spin up / spin down): -1.376 / -1.487 eV

=====

(3)
Below is one molecule with the formula C24H33ClN2O2 at a distorted geometry, with properties calculated with ωB97M-V/def2-TZVPD.

Positions of all 62 atoms, in Å:
C1 3.015 -1.589 -2.265
N1 1.859 -1.491 -1.369
C2 2.002 -2.898 -0.298
C3 3.292 -2.620 0.415
C4 4.442 -3.573 0.262
C5 5.427 -3.224 1.257
C6 5.548 -2.469 2.157
C7 4.511 -1.434 2.267
C8 3.374 -1.534 1.543
O1 2.229 -0.914 1.472
C9 2.084 0.612 1.952
C10 2.764 1.383 0.878
O2 2.010 1.293 -0.285
C11 0.535 -1.524 -2.131
C12 -0.440 -0.943 -1.127
C13 -1.514 -1.738 -0.964
C14 -2.589 -1.335 0.028
C15 -2.995 -0.024 -0.404
N2 -1.880 1.001 -0.907
C16 -1.353 1.605 0.306
C17 -1.856 2.912 0.287
C18 -3.230 3.173 0.333
C19 -3.993 3.472 -0.644
C20 -5.509 3.289 -0.707
C21 -6.040 3.458 0.482
Cl1 -7.857 3.352 0.655
C22 -5.353 3.212 1.849
C23 -4.000 3.308 1.843
C24 -1.005 0.379 -1.681
H1 3.805 -1.666 -1.570
H2 3.027 -0.524 -2.931
H3 3.006 -2.463 -2.922
H4 1.247 -2.815 0.181
H5 2.103 -3.717 -1.086
H6 4.475 -4.081 -0.468
H7 6.252 -4.012 1.036
H8 6.276 -2.032 2.800
H9 4.371 -0.609 3.100
H10 1.139 0.808 1.996
H11 2.598 0.775 2.733
H12 3.940 0.853 0.617
H13 2.785 2.382 0.961
H14 2.035 0.238 -0.787
H15 0.672 -1.050 -3.051
H16 0.464 -2.453 -2.518
H17 0.067 -0.817 -0.087
H18 -1.324 -2.942 -0.604
H19 -1.975 -2.052 -1.896
H20 -2.254 -1.248 0.816
H21 -3.447 -1.888 -0.067
H22 -3.729 0.438 0.164
H23 -3.587 -0.089 -1.507
H24 -1.812 1.147 1.326
H25 -0.301 1.595 0.103
H26 -1.433 3.432 1.248
H27 -1.471 3.376 -0.397
H28 -3.538 3.043 -1.613
H29 -5.948 3.445 -1.639
H30 -6.002 3.346 2.564
H31 -3.420 3.140 2.706
H32 -0.049 1.166 -1.624
H33 -1.450 0.136 -2.786

Cartesian forces (eV/Å) of the 6 atoms listed first:
C -1.562 2.911 -1.447
N -0.018 -1.548 -0.029
C 10.347 2.360 -9.489
C 2.891 -2.737 1.845
C -5.009 13.365 12.087
C 2.582 -14.274 -12.624

Computed properties:
DFT total energy: -45001.1893 eV
strongest force on any atom: 19.2 eV/Å
multiplicity: 1
energy relative to the best compared isomer or geometry (same formula, charge and spin): 467.7 kcal per mole
SMILES: CN(Cc1ccccc1OCCO)C[C@@H]1CCCN(CCc2ccc(Cl)cc2)C1
HOMO-LUMO gap: 0.325 Ha
E_HOMO: -8.280 eV

=====

(4)
Below is a 2-piece molecular cluster, C6H14NS overall at a distorted geometry, with properties calculated with ωB97M-V/def2-TZVPD.

Positions of all 22 atoms, in Å:
C1 -1.456 -1.451 -2.307
C2 -1.756 0.013 -2.625
C3 -1.423 0.925 -1.450
S1 -2.477 0.571 0.052
H1 -0.395 -1.566 -2.064
H2 -1.678 -2.107 -3.153
H3 -2.039 -1.752 -1.439
H4 -1.161 0.325 -3.495
H5 -2.812 0.116 -2.882
H6 -1.633 1.970 -1.680
H7 -0.356 0.842 -1.218
C4 3.193 0.483 1.592
C5 1.960 0.238 2.422
C6 0.775 -0.060 1.869
N1 -0.409 -0.363 2.521
H8 2.934 0.442 0.533
H9 3.680 1.439 1.792
H10 3.936 -0.304 1.767
H11 2.023 0.340 3.501
H12 0.684 -0.099 0.789
H13 -1.209 0.041 2.000
H14 -0.382 -0.040 3.472

Cartesian forces (eV/Å) of the 6 atoms listed first:
C 0.084 0.151 -0.148
C 0.251 -0.093 0.011
C -0.802 -0.025 0.820
S 0.349 0.083 -0.381
H -0.008 -0.050 0.045
H -0.041 0.000 0.012

Computed properties:
total charge: -1
DFT total energy: -18775.0266 eV
strongest force on any atom: 1.1 eV/Å
multiplicity: 1
energy relative to the best compared isomer or geometry (same formula, charge and spin): 3.6 kcal per mole
HOMO-LUMO gap: 0.236 Ha
E_HOMO: -2.667 eV

=====

Copy entry 3 word for word.
Below is one molecule with the formula C24H33ClN2O2 at a distorted geometry, with properties calculated with ωB97M-V/def2-TZVPD.

Positions of all 62 atoms, in Å:
C1 3.015 -1.589 -2.265
N1 1.859 -1.491 -1.369
C2 2.002 -2.898 -0.298
C3 3.292 -2.620 0.415
C4 4.442 -3.573 0.262
C5 5.427 -3.224 1.257
C6 5.548 -2.469 2.157
C7 4.511 -1.434 2.267
C8 3.374 -1.534 1.543
O1 2.229 -0.914 1.472
C9 2.084 0.612 1.952
C10 2.764 1.383 0.878
O2 2.010 1.293 -0.285
C11 0.535 -1.524 -2.131
C12 -0.440 -0.943 -1.127
C13 -1.514 -1.738 -0.964
C14 -2.589 -1.335 0.028
C15 -2.995 -0.024 -0.404
N2 -1.880 1.001 -0.907
C16 -1.353 1.605 0.306
C17 -1.856 2.912 0.287
C18 -3.230 3.173 0.333
C19 -3.993 3.472 -0.644
C20 -5.509 3.289 -0.707
C21 -6.040 3.458 0.482
Cl1 -7.857 3.352 0.655
C22 -5.353 3.212 1.849
C23 -4.000 3.308 1.843
C24 -1.005 0.379 -1.681
H1 3.805 -1.666 -1.570
H2 3.027 -0.524 -2.931
H3 3.006 -2.463 -2.922
H4 1.247 -2.815 0.181
H5 2.103 -3.717 -1.086
H6 4.475 -4.081 -0.468
H7 6.252 -4.012 1.036
H8 6.276 -2.032 2.800
H9 4.371 -0.609 3.100
H10 1.139 0.808 1.996
H11 2.598 0.775 2.733
H12 3.940 0.853 0.617
H13 2.785 2.382 0.961
H14 2.035 0.238 -0.787
H15 0.672 -1.050 -3.051
H16 0.464 -2.453 -2.518
H17 0.067 -0.817 -0.087
H18 -1.324 -2.942 -0.604
H19 -1.975 -2.052 -1.896
H20 -2.254 -1.248 0.816
H21 -3.447 -1.888 -0.067
H22 -3.729 0.438 0.164
H23 -3.587 -0.089 -1.507
H24 -1.812 1.147 1.326
H25 -0.301 1.595 0.103
H26 -1.433 3.432 1.248
H27 -1.471 3.376 -0.397
H28 -3.538 3.043 -1.613
H29 -5.948 3.445 -1.639
H30 -6.002 3.346 2.564
H31 -3.420 3.140 2.706
H32 -0.049 1.166 -1.624
H33 -1.450 0.136 -2.786

Cartesian forces (eV/Å) of the 6 atoms listed first:
C -1.562 2.911 -1.447
N -0.018 -1.548 -0.029
C 10.347 2.360 -9.489
C 2.891 -2.737 1.845
C -5.009 13.365 12.087
C 2.582 -14.274 -12.624

Computed properties:
DFT total energy: -45001.1893 eV
strongest force on any atom: 19.2 eV/Å
multiplicity: 1
energy relative to the best compared isomer or geometry (same formula, charge and spin): 467.7 kcal per mole
SMILES: CN(Cc1ccccc1OCCO)C[C@@H]1CCCN(CCc2ccc(Cl)cc2)C1
HOMO-LUMO gap: 0.325 Ha
E_HOMO: -8.280 eV

=====

- What is the DFT total energy in the second record?
  -71645.3936 eV